Model A:
Entry from the OMol25 dataset: 2 unconnected molecules or ions with the total composition C3H13N2O (ωB97M-V/def2-TZVPD).

Atoms and positions in Å:
C -0.021 1.416 -0.187
C -0.550 0.676 1.078
C -1.929 -0.050 1.054
N -1.874 -0.922 -0.168
N 0.801 0.409 -1.048
H -0.847 1.547 -0.823
H 0.284 2.502 -0.084
H 0.077 -0.173 1.380
H -0.763 1.436 1.905
H -2.822 0.554 1.212
H -1.697 -0.517 2.066
H -2.152 -1.902 0.243
H -2.626 -0.648 -0.818
H 1.339 0.804 -1.869
H 0.093 -0.283 -1.422
H 1.585 -0.040 -0.467
H 3.567 -2.123 -1.292
H 4.035 -1.482 0.039
O 3.499 -1.203 -0.799

Output
charge	+1
LUMO level	-3.1	eV
Kohn-Sham gap	0.39616	Ha

Here is what Löwdin gives for the atomic charges, in e:
1. C -0.123
2. C -0.205
3. C -0.269
4. N -0.025
5. N 0.152
6. H 0.087
7. H 0.150
8. H 0.106
9. H 0.138
10. H 0.110
11. H 0.128
12. H 0.129
13. H 0.080
14. H 0.182
15. H 0.155
16. H 0.145
17. H 0.111
18. H 0.100
19. O -0.150



Model B:
Entry from the OMol25 dataset: 2 unconnected molecules or ions with the total composition C3H13N2O (ωB97M-V/def2-TZVPD).

Atoms and positions in Å:
C 1.381 -1.754 0.158
C 1.695 -0.356 -0.307
C 0.522 0.389 -0.929
N -0.546 0.651 0.139
N 0.293 -1.697 1.174
H 1.179 -2.374 -0.714
H 2.321 -2.173 0.536
H 2.376 -0.465 -1.169
H 2.276 0.389 0.248
H -0.064 -0.244 -1.589
H 0.873 1.333 -1.324
H -0.510 -0.090 0.863
H -0.330 1.493 0.683
H -1.504 0.714 -0.192
H -0.210 -2.575 1.065
H 0.682 -1.932 2.087
H -3.840 2.859 -0.915
H -3.477 3.093 0.494
O -3.119 2.740 -0.308

Output
charge	+1
LUMO level	-2.8	eV
Kohn-Sham gap	0.43064	Ha

Here is what Löwdin gives for the atomic charges, in e:
1. C -0.234
2. C -0.202
3. C -0.120
4. N 0.163
5. N -0.007
6. H 0.125
7. H 0.124
8. H 0.130
9. H 0.127
10. H 0.132
11. H 0.130
12. H 0.101
13. H 0.166
14. H 0.136
15. H 0.094
16. H 0.099
17. H 0.040
18. H 0.033
19. O -0.038



Model C:
Entry from the OMol25 dataset: 2 unconnected molecules or ions with the total composition C3H13N2O (ωB97M-V/def2-TZVPD).

Atoms and positions in Å:
N -1.022 1.194 0.643
C -1.157 -0.193 -0.105
C -0.677 -1.387 0.701
C -0.122 -0.098 -1.434
N 1.272 -0.128 -1.053
H -1.524 1.950 0.268
H 0.022 1.453 0.620
H -1.353 1.087 1.631
H -2.388 -0.386 -0.249
H 0.331 -1.224 1.122
H -0.699 -2.346 -0.014
H -1.397 -1.626 1.364
H -0.560 -0.923 -2.161
H -0.386 0.838 -1.911
H 1.582 -1.009 -1.438
H 1.734 0.617 -1.641
H 2.644 0.683 1.743
H 1.799 0.437 0.663
O 1.901 1.061 1.250

Output
charge	+1
LUMO level	-3.2	eV
Kohn-Sham gap	0.41543	Ha

Here is what Löwdin gives for the atomic charges, in e:
1. N 0.203
2. C -0.263
3. C -0.081
4. C -0.224
5. N -0.003
6. H 0.130
7. H 0.145
8. H 0.183
9. H 0.206
10. H 0.084
11. H 0.154
12. H 0.028
13. H 0.158
14. H 0.095
15. H 0.099
16. H 0.137
17. H 0.088
18. H -0.131
19. O -0.008



Relative energies with respect to the most stable structure, expressed in eV: model A 1.445; model B 0.000; model C 1.709.



Model A:
Entry from the OMol25 dataset: 4 unconnected molecules or ions with the total composition C8H24O4 (ωB97M-V/def2-TZVPD).

Atoms and positions in Å:
C 35.445 23.657 27.696
C 35.936 25.058 28.084
O 36.041 25.247 29.491
H 35.118 23.638 26.668
H 34.615 23.329 28.105
H 36.073 23.004 27.951
H 35.476 25.897 27.489
H 36.868 25.219 27.680
H 36.502 26.293 29.571
C 38.413 21.296 31.919
C 38.032 22.192 30.848
O 36.709 22.674 30.979
H 39.160 20.679 31.678
H 37.498 20.970 32.369
H 38.915 21.914 32.683
H 37.716 21.744 29.881
H 38.752 23.091 30.780
H 36.447 23.261 30.085
C 34.667 20.075 31.570
C 33.838 18.784 31.320
O 34.516 17.588 31.495
H 34.013 20.762 31.521
H 35.518 20.286 30.871
H 35.351 19.954 32.372
H 33.452 18.790 30.360
H 33.000 18.743 32.198
H 34.205 16.899 30.807
C 41.343 21.426 29.112
C 42.719 21.772 29.797
O 43.562 22.347 28.891
H 40.638 20.987 29.703
H 41.510 20.775 28.223
H 41.041 22.346 28.720
H 43.120 20.998 30.473
H 42.423 22.543 30.440
H 44.519 22.780 29.267

Output
charge	0
LUMO level	0.5	eV
Kohn-Sham gap	0.35576	Ha

Here is what Löwdin gives for the atomic charges, in e:
1. C -0.035
2. C -0.316
3. O -0.142
4. H 0.097
5. H 0.035
6. H -0.009
7. H 0.122
8. H 0.069
9. H 0.222
10. C -0.076
11. C -0.379
12. O -0.167
13. H 0.028
14. H 0.071
15. H 0.096
16. H 0.116
17. H 0.135
18. H 0.137
19. C -0.059
20. C -0.330
21. O -0.112
22. H -0.005
23. H 0.082
24. H 0.059
25. H 0.076
26. H 0.152
27. H 0.131
28. C -0.046
29. C -0.371
30. O -0.130
31. H 0.017
32. H 0.088
33. H 0.051
34. H 0.113
35. H 0.074
36. H 0.206



Model B:
Entry from the OMol25 dataset: 4 unconnected molecules or ions with the total composition C8H24O4 (ωB97M-V/def2-TZVPD).

Atoms and positions in Å:
C -1.271 -2.935 -6.887
C -0.959 -3.665 -8.152
O -1.398 -5.049 -8.046
H -2.195 -3.278 -6.421
H -1.339 -1.868 -7.098
H -0.477 -3.127 -6.165
H 0.128 -3.660 -8.234
H -1.533 -3.126 -8.906
H -1.508 -5.329 -8.958
C -2.349 1.400 -2.209
C -0.908 1.319 -1.767
O -0.673 1.553 -0.418
H -2.507 0.959 -3.193
H -2.751 2.400 -2.044
H -3.047 0.732 -1.704
H -0.299 1.963 -2.401
H -0.627 0.273 -1.887
H 0.281 1.595 -0.315
C -2.479 1.554 6.701
C -1.677 0.959 5.570
O -2.501 0.890 4.452
H -2.947 2.472 6.345
H -1.875 1.719 7.594
H -3.226 0.835 7.036
H -1.231 -0.026 5.704
H -0.898 1.606 5.166
H -1.991 1.181 3.692
C 4.576 0.170 4.168
C 4.834 1.537 3.649
O 4.250 1.597 2.332
H 4.708 -0.539 3.350
H 3.533 0.340 4.435
H 5.157 -0.114 5.046
H 5.909 1.690 3.554
H 4.309 2.241 4.294
H 4.977 1.729 1.719

Output
charge	0
LUMO level	0.6	eV
Kohn-Sham gap	0.38722	Ha

Here is what Löwdin gives for the atomic charges, in e:
1. C -0.110
2. C -0.314
3. O -0.088
4. H 0.079
5. H 0.075
6. H 0.072
7. H 0.109
8. H 0.109
9. H 0.070
10. C -0.093
11. C -0.361
12. O -0.068
13. H 0.074
14. H 0.075
15. H 0.070
16. H 0.111
17. H 0.107
18. H 0.084
19. C -0.081
20. C -0.352
21. O -0.089
22. H 0.079
23. H 0.070
24. H 0.074
25. H 0.109
26. H 0.108
27. H 0.082
28. C -0.102
29. C -0.334
30. O -0.092
31. H 0.081
32. H 0.076
33. H 0.078
34. H 0.109
35. H 0.110
36. H 0.074



Model C:
Entry from the OMol25 dataset: 4 unconnected molecules or ions with the total composition C8H24O4 (ωB97M-V/def2-TZVPD).

Atoms and positions in Å:
C -2.231 -14.166 -7.124
C -1.659 -12.770 -7.118
O -1.875 -12.233 -5.791
H -3.289 -14.234 -6.890
H -1.619 -14.796 -6.481
H -2.124 -14.590 -8.133
H -2.156 -12.093 -7.819
H -0.585 -12.794 -7.311
H -1.497 -11.351 -5.749
C 0.215 -15.842 -10.202
C 1.249 -16.657 -10.956
O 2.487 -16.657 -10.229
H 0.558 -14.848 -9.919
H -0.271 -16.351 -9.375
H -0.563 -15.634 -10.954
H 1.428 -16.206 -11.937
H 0.888 -17.680 -11.088
H 3.006 -17.421 -10.494
C -0.656 -12.043 -11.655
C -2.157 -12.234 -11.687
O -2.765 -11.001 -12.045
H -0.114 -12.984 -11.595
H -0.427 -11.448 -10.763
H -0.299 -11.430 -12.481
H -2.501 -12.621 -10.723
H -2.415 -13.012 -12.422
H -3.635 -10.955 -11.644
C 5.125 -18.677 -10.588
C 6.269 -19.602 -10.910
O 6.970 -19.206 -12.087
H 4.538 -19.089 -9.761
H 4.503 -18.469 -11.458
H 5.510 -17.719 -10.227
H 5.908 -20.634 -11.014
H 6.989 -19.640 -10.095
H 6.391 -19.392 -12.832

Output
charge	0
LUMO level	0.7	eV
Kohn-Sham gap	0.40426	Ha

Here is what Löwdin gives for the atomic charges, in e:
1. C -0.090
2. C -0.312
3. O -0.096
4. H 0.076
5. H 0.078
6. H 0.062
7. H 0.102
8. H 0.108
9. H 0.073
10. C -0.099
11. C -0.307
12. O -0.086
13. H 0.068
14. H 0.068
15. H 0.072
16. H 0.107
17. H 0.112
18. H 0.024
19. C -0.085
20. C -0.336
21. O -0.073
22. H 0.055
23. H 0.075
24. H 0.076
25. H 0.101
26. H 0.107
27. H 0.079
28. C -0.105
29. C -0.326
30. O -0.075
31. H 0.085
32. H 0.071
33. H 0.087
34. H 0.110
35. H 0.113
36. H 0.079



Relative energies with respect to the most stable structure, expressed in eV: model A 5.457; model B 1.059; model C 0.000.